1.
An isolated molecule of C3H4N4O. Source: OMol25; level of theory: ωB97M-V/def2-TZVPD.

Geometry as XYZ:
```
12
C3H4N4O | OMol25 | ωB97M-V/def2-TZVPD
O 2.099 -0.448 1.267
C 1.060 -0.321 0.692
N -0.260 -0.701 1.132
C -1.492 -0.259 0.747
N -1.910 0.429 -0.245
N -1.098 0.740 -1.597
C 0.160 0.428 -1.601
N 1.103 0.074 -0.674
H -0.093 -1.119 2.076
H -2.146 -0.388 1.700
H 0.572 0.700 -2.709
H 2.005 0.866 -0.787
```

Its SMILES is O=C1NC=NN=CN1. For the max |F|, the calculation gives 5.5 eV Å⁻¹. The energy above the lowest of the compared OMol25 structures with the same formula, charge and spin comes out at 3.341 eV. Its total charge is 0. The value obtained for the total energy is -11180.6284 eV.



2.
An isolated molecule of C3H4N4O. Source: OMol25; level of theory: ωB97M-V/def2-TZVPD.

Geometry as XYZ:
```
12
C3H4N4O | OMol25 | ωB97M-V/def2-TZVPD
O -1.557 -2.631 -0.637
N -1.086 -1.892 0.472
C -0.627 -0.709 0.282
N -0.752 -0.152 -1.058
N 0.207 0.627 -1.416
C 1.068 1.318 -0.551
C 0.805 1.235 0.740
N -0.100 0.215 1.150
H -1.204 -2.023 -1.428
H 1.836 2.013 -1.061
H 1.507 1.887 1.405
H -0.098 0.111 2.101
```

Its SMILES is O/N=c1\nncc[nH]1. For the max |F|, the calculation gives 4.1 eV Å⁻¹. The energy above the lowest of the compared OMol25 structures with the same formula, charge and spin comes out at 5.037 eV. Its total charge is 0. The value obtained for the total energy is -11178.9325 eV.



> Among the records above, which one has the highest max |F|?

number 1